# 1
The molecule C15H11N3O3 in a non-equilibrium geometry. Source: OMol25; level of theory: ωB97M-V/def2-TZVPD.

E_tot, hartree: -967.73533
LUMO, eV: -1.93
Maximum force, eV Å⁻¹: 13.7
Frontier orbital gap, eV: 6.983

Geometry (Å):
C  -4.4463  -1.4950  -1.2450
C  -3.6853  -0.4268  -0.5273
C  -4.6986  0.3244  0.4100
C  -4.0671  1.3789  1.0233
C  -2.6166  1.4558  0.7951
C  -1.7945  0.7178  0.1853
N  -0.5507  1.1838  0.1902
C  0.3099  0.2027  0.1468
N  0.3340  -1.4397  0.3981
C  1.5532  -1.8116  0.6198
O  1.6845  -3.0843  0.6910
C  2.4612  -0.8663  0.4338
C  3.9427  -1.0578  0.2889
C  4.5396  0.2419  0.0475
N  5.9580  0.3325  0.0544
O  6.5791  -0.6073  -0.1960
O  6.6616  1.3559  -0.3602
C  4.0089  1.6086  -0.2882
C  2.4932  1.5995  -0.0333
C  1.8001  0.3699  0.0275
C  -2.3031  -0.1780  -0.5514
H  -3.7262  -2.1650  -1.7490
H  -5.1117  -2.0072  -0.7421
H  -5.1693  -1.0796  -2.2191
H  -5.7040  0.3560  0.1359
H  -4.6755  2.1638  1.4609
H  -2.1241  2.3732  1.5001
H  -0.5251  -1.5644  0.6668
H  4.4607  -2.0016  0.3788
H  4.4801  2.5023  -0.3731
H  1.8634  2.5683  -0.1393
H  -1.9318  -0.9508  -1.0302

# 2
A structure of composition C36H34BiClN9O8S in a non-equilibrium geometry. Source: OMol25; level of theory: ωB97M-V/def2-TZVPD.

E_tot, hartree: -3559.17180
LUMO, eV: 1.60
Maximum force, eV Å⁻¹: 12.3
Charge: -1
Frontier orbital gap, eV: 5.384

Geometry (Å):
Bi  0.8972  -0.6970  0.3455
O  3.1102  2.8852  1.7760
C  2.3247  2.1775  1.1454
N  2.3957  0.7772  1.1520
C  3.4516  0.1033  1.8158
C  4.6992  0.6748  2.0834
C  5.6921  -0.0460  2.7292
C  5.4725  -1.3572  3.1155
C  4.2523  -1.9530  2.8429
C  3.2454  -1.2443  2.1965
N  2.0216  -1.8563  1.8327
C  1.4170  -2.8287  2.5427
O  1.7891  -3.3450  3.5868
C  0.1476  -3.3343  1.8839
C  -0.8130  -3.9953  2.6282
C  -1.9276  -4.4922  1.9751
C  -2.0191  -4.3653  0.5977
C  -1.0147  -3.6852  -0.0706
N  0.0354  -3.1651  0.5602
C  1.2749  2.8330  0.3385
C  1.3926  4.1463  -0.1003
C  0.6439  4.5926  -1.1757
C  -0.0617  3.6118  -1.9070
C  -0.2206  2.3532  -1.4113
N  0.1199  2.1074  -0.0386
H  4.8810  1.6905  1.7800
H  6.6490  0.4255  2.9185
H  6.2486  -1.9226  3.6165
H  4.0684  -2.9796  3.1198
H  -0.6676  -4.1032  3.6933
H  -2.7147  -4.9860  2.5315
H  -2.8571  -4.7733  0.0488
H  -1.0243  -3.5623  -1.1443
H  2.1876  4.7497  0.3205
H  0.7323  5.6039  -1.5464
H  -0.3832  3.8182  -2.9224
H  -0.5657  1.4973  -1.9784
O  4.6774  -2.3427  -1.8236
C  4.3811  -1.9868  -3.0873
C  5.3805  -2.1658  -4.0455
C  5.1673  -1.8064  -5.3601
C  3.9416  -1.2781  -5.7546
C  2.9358  -1.1306  -4.8200
C  3.1313  -1.4766  -3.4817
C  2.0142  -1.3268  -2.5025
O  2.3763  -1.2369  -1.2524
N  0.8222  -1.3103  -3.0243
N  -0.2663  -1.2980  -2.1662
C  -1.3709  -1.1955  -2.7939
C  -2.7186  -1.2659  -2.2138
C  -3.8275  -1.1960  -3.0635
C  -5.0980  -1.3289  -2.5403
C  -5.2376  -1.5582  -1.1781
C  -4.0838  -1.5769  -0.4065
N  -2.8638  -1.4121  -0.8972
H  3.9382  -2.0547  -1.2525
H  6.3252  -2.5809  -3.7190
H  5.9617  -1.9377  -6.0847
H  3.7782  -0.9873  -6.7841
H  1.9715  -0.7301  -5.0972
H  -1.3418  -1.0516  -3.8770
H  -3.6739  -1.0508  -4.1258
H  -5.9693  -1.2890  -3.1814
H  -6.2058  -1.6998  -0.7176
H  -4.1198  -1.7558  0.6646
O  -0.5546  -0.2540  2.8858
Cl  -2.2130  0.9813  1.2830
O  -1.6783  3.8152  0.7030
O  -2.9148  0.8739  2.5823
O  -1.7404  -0.1726  0.6883
C  -2.3611  3.5402  3.8112
C  -0.9358  3.0125  3.9626
N  -0.4249  2.2207  2.8252
C  -1.1670  0.6925  2.4622
S  -1.3606  2.3913  0.8969
N  -3.4321  1.2152  0.5102
C  -4.1492  1.7998  -0.6018
C  -4.9513  3.0392  -0.2259
H  -2.6871  3.9706  4.7590
H  -3.0561  2.7548  3.5411
H  -2.3966  4.3029  3.0346
H  -0.8709  2.3840  4.8571
H  -0.2676  3.8690  4.0691
H  0.5788  2.0778  2.8887
H  -4.5789  1.0433  1.5839
H  -4.8626  1.0740  -1.0036
H  -3.4337  2.0561  -1.3891
H  -5.6137  2.7975  0.6077
H  -5.5503  3.3384  -1.0874
H  -4.2843  3.8515  0.0605

# 3
The molecule C2H5NS2 in a non-equilibrium geometry. Source: OMol25; level of theory: ωB97M-V/def2-TZVPD.

E_tot, hartree: -930.30988
LUMO, eV: 0.21
Maximum force, eV Å⁻¹: 2.0
Frontier orbital gap, eV: 8.870

Geometry (Å):
C  0.1246  0.0765  1.2807
C  -0.4032  0.6317  -0.0599
S  -0.8439  2.2281  -0.2032
N  -0.5521  -0.2209  -1.1277
S  0.2868  -1.6220  -1.3074
H  0.5838  0.9237  1.7830
H  0.8781  -0.7116  1.1815
H  -0.6794  -0.2818  1.9328
H  -0.9744  0.1635  -1.9610
H  1.5797  -1.1873  -1.5188

# 4
The ion C9H17N2O with charge +1 in a non-equilibrium geometry. Source: OMol25; level of theory: ωB97M-V/def2-TZVPD.

E_tot, hartree: -537.32719
LUMO (alpha / beta), eV: -6.08 / -6.08
Maximum force, eV Å⁻¹: 7.7
Charge: +1
Frontier orbital gap (alpha / beta), eV: 7.353 / 7.354

Geometry (Å):
C  2.6543  0.7728  -1.1760
C  2.1506  -0.4609  -0.5196
C  2.3587  -0.5032  0.9831
N  1.2299  0.1738  1.6450
C  -0.0497  0.2244  1.0126
C  -1.1708  -0.1217  0.1066
C  -2.3088  0.9563  -0.0166
C  -1.9142  2.0000  -1.0948
C  -1.4696  -1.4981  -0.3037
C  -1.7042  -2.3794  0.9722
N  0.5703  1.3041  1.3775
O  0.6423  2.5014  1.4923
H  2.8724  1.7415  -0.6472
H  3.6806  0.6046  -1.4583
H  2.0484  0.8530  -2.1014
H  2.7204  -1.3119  -1.0427
H  1.0977  -0.6485  -0.7708
H  2.4489  -1.4647  1.3804
H  3.1757  0.0562  1.4865
H  -2.4208  1.2345  0.9847
H  -3.0887  0.5019  -0.3889
H  -1.8821  1.6338  -2.0326
H  -0.9105  2.4325  -0.8833
H  -2.6979  2.8166  -1.0818
H  -0.4980  -2.0287  -0.7496
H  -2.2972  -1.7113  -0.9513
H  -0.8001  -2.4064  1.5839
H  -2.0483  -3.3412  0.5581
H  -2.3892  -1.9311  1.6359

Q: Which relative energy (zero: lowest compared OMol25 entry of this formula, charge and spin) values were calculated for the entries above? A: 12.782; 21.362; 0.805; 8.453, in eV.